Entry 1:
{"formula": "C48H64BN12", "method": "ωB97M-V/def2-TZVPD", "spin_multiplicity": 1, "fmax_ha_per_bohr": 0.2839, "homo_lumo_gap_ev": 7.7, "e_lumo_ev": 2.343, "energy_ha": -2548.4242, "total_charge": -1, "symbols": ["B", "H", "H", "H", "H", "N", "C", "C", "C", "C", "H", "H", "H", "H", "H", "N", "C", "C", "C", "C", "H", "H", "H", "H", "H", "N", "C", "C", "C", "C", "H", "H", "H", "H", "H", "N", "C", "C", "C", "C", "H", "H", "H", "H", "H", "N", "C", "C", "C", "C", "H", "H", "H", "H", "H", "N", "C", "C", "C", "C", "H", "H", "H", "H", "H", "N", "C", "C", "C", "C", "H", "H", "H", "H", "H", "N", "C", "C", "C", "C", "H", "H", "H", "H", "H", "N", "C", "C", "C", "C", "H", "H", "H", "H", "H", "N", "C", "C", "C", "C", "H", "H", "H", "H", "H", "N", "C", "C", "C", "C", "H", "H", "H", "H", "H", "N", "C", "C", "C", "C", "H", "H", "H", "H", "H"], "xyz": [[-0.75209, -0.23349, -0.15310], [-0.18924, -1.42510, -0.51627], [-1.22330, -0.15067, 0.99364], [0.38044, 0.61442, -0.07948], [-1.45886, 0.09462, -1.00130], [-3.45703, -2.32489, 0.19559], [-3.63811, -3.50164, -0.62527], [-4.41634, -4.52069, -0.08084], [-4.76448, -3.93874, 1.33789], [-4.18895, -2.56947, 1.39928], [-2.74131, -1.56705, 0.15925], [-3.35585, -3.28964, -1.57146], [-4.80731, -5.49746, -0.51074], [-5.46850, -4.33929, 2.09935], [-4.12668, -1.63724, 2.04130], [-0.83933, 2.54593, 0.16113], [-1.15418, 3.15277, 1.33820], [-1.68284, 4.52387, 1.01448], [-1.86184, 4.55720, -0.50172], [-1.25416, 3.21704, -1.00742], [-0.55138, 1.62948, 0.43660], [-0.98910, 2.68890, 2.10847], [-2.00484, 5.42877, 1.66428], [-2.21143, 5.31792, -1.33415], [-0.98518, 2.81584, -2.05604], [0.67372, 5.36180, -0.10053], [1.23587, 6.67056, -0.29340], [2.67675, 6.49956, -0.47853], [3.04295, 5.10284, -0.27900], [1.67288, 4.38390, 0.02127], [-0.22222, 5.29639, -0.13646], [0.55827, 7.44237, -0.44823], [3.27972, 7.41831, -0.76362], [3.97960, 4.48375, -0.22325], [1.48232, 3.23022, 0.09662], [-2.54986, -0.62532, -4.24515], [-3.71301, -0.44669, -3.42130], [-4.82897, -1.20365, -4.03946], [-4.31570, -1.84698, -5.32401], [-2.94325, -1.36996, -5.39907], [-1.78343, -0.11310, -4.09621], [-3.59636, 0.12164, -2.39941], [-5.94455, -1.16899, -3.71713], [-4.88625, -2.50986, -5.99341], [-1.96730, -1.68311, -6.22196], [0.01754, -0.75007, 5.57361], [-0.39058, 0.31405, 6.44637], [-1.23837, 1.24588, 5.67915], [-1.48177, 0.68289, 4.31009], [-0.64069, -0.55197, 4.33331], [0.61780, -1.46911, 5.74832], [0.12113, 0.49992, 7.50502], [-1.70947, 2.15664, 6.13002], [-1.92880, 1.15564, 3.56596], [-0.49254, -1.54023, 3.58828], [1.47862, 1.74380, 4.14002], [2.62339, 1.82083, 4.93299], [3.69601, 2.34133, 4.17758], [3.14656, 2.72502, 2.79008], [1.65085, 2.38299, 2.88078], [0.46781, 1.34621, 4.46809], [2.73277, 1.54726, 6.00731], [4.75640, 2.55508, 4.50855], [3.49344, 3.26688, 1.90846], [0.81474, 2.51517, 2.15691], [3.15242, 1.28822, -2.91868], [3.96505, 2.15121, -3.58067], [5.06329, 2.75167, -2.63281], [4.69208, 2.05935, -1.34055], [3.43758, 1.17337, -1.55499], [2.20050, 0.94293, -3.17409], [3.65777, 2.28807, -4.71175], [5.87897, 3.47085, -2.71428], [5.28340, 1.95094, -0.45692], [2.88320, 0.55944, -0.79434], [1.71924, -4.69752, -1.37874], [2.17227, -3.60140, -2.10740], [3.02214, -4.15959, -3.28829], [2.89608, -5.68897, -3.14382], [2.10188, -5.96079, -1.94817], [1.24003, -4.70581, -0.57011], [2.11023, -2.56129, -1.75087], [3.43276, -3.40847, -3.96171], [3.13072, -6.41476, -3.99656], [1.80945, -6.77345, -1.37774], [-0.99963, -4.25553, 1.09474], [0.14698, -3.67263, 1.55255], [1.06750, -4.79050, 1.64312], [0.44764, -6.07703, 1.21550], [-0.88321, -5.72851, 0.84761], [-1.81781, -3.76972, 0.69656], [0.28284, -2.74855, 1.70933], [2.02005, -4.79479, 1.94745], [0.79147, -7.14328, 1.03970], [-1.83023, -6.29838, 0.57351], [0.45596, -0.25931, -3.44321], [0.58007, -1.10793, -4.64219], [0.55986, -0.11968, -5.82713], [0.34493, 1.31848, -5.32454], [0.24461, 1.05685, -3.76891], [0.46663, -0.83193, -2.58497], [0.80360, -2.07973, -4.60706], [0.85014, -0.32132, -7.01488], [0.28429, 2.30549, -5.83868], [0.18839, 1.68142, -2.82643], [3.54692, -0.28008, 2.60742], [3.00553, -1.03421, 1.64102], [3.90479, -2.20249, 1.32016], [5.11282, -2.02362, 2.25852], [4.76764, -0.81557, 3.08985], [3.15962, 0.70455, 2.65994], [2.22910, -0.59673, 1.12525], [3.89348, -2.94168, 0.50637], [5.83282, -2.62814, 2.42639], [5.30320, -0.23630, 4.05621], [-4.05101, 2.33307, 0.64544], [-5.30462, 2.95439, 0.64937], [-6.25309, 1.93959, 1.11805], [-5.49113, 0.80675, 1.43332], [-4.13995, 0.95282, 0.99516], [-3.03262, 2.64073, 0.41133], [-5.44080, 4.15800, 0.39738], [-7.18894, 2.20729, 1.46239], [-6.18870, -0.03384, 2.03186], [-3.36235, 0.44476, 1.22468]]}

***

Entry 2:
{"formula": "C42H51NOP2RuS5", "method": "ωB97M-V/def2-TZVPD", "spin_multiplicity": 2, "fmax_ha_per_bohr": 0.0283, "homo_lumo_gap_ev": [5.8, 4.9], "e_lumo_ev": [-8.695, -9.635], "energy_ha": -4528.7220, "total_charge": 3, "symbols": ["Ru", "C", "C", "S", "C", "C", "S", "C", "C", "S", "C", "C", "S", "H", "H", "H", "H", "H", "H", "H", "H", "H", "H", "H", "H", "H", "H", "H", "H", "C", "N", "C", "P", "C", "C", "C", "C", "C", "C", "C", "C", "C", "C", "C", "C", "C", "C", "C", "C", "C", "C", "P", "C", "C", "C", "C", "C", "C", "C", "C", "C", "C", "C", "C", "H", "H", "H", "H", "H", "H", "H", "H", "H", "H", "H", "H", "H", "H", "H", "H", "H", "H", "H", "H", "H", "H", "H", "H", "H", "H", "H", "H", "H", "C", "S", "C", "O", "H", "H", "H", "H", "H", "H"], "xyz": [[-0.68230, 0.78459, 0.66485], [-2.38731, 4.16833, 1.55162], [-3.48966, 3.60158, 0.68091], [-3.22825, 1.84743, 0.30112], [-4.17134, 0.93411, 1.55395], [-3.56136, 0.94651, 2.94118], [-1.84275, 0.31199, 2.90524], [-1.07216, 1.53938, 4.01088], [0.43441, 1.41044, 3.95431], [1.12124, 1.48296, 2.25294], [1.51747, 3.26158, 2.20409], [0.33276, 4.19896, 2.14063], [-0.79555, 3.66889, 0.82346], [-2.44989, 3.80206, 2.57546], [-2.44226, 5.25687, 1.57444], [-3.48488, 4.08869, -0.29546], [-4.47936, 3.75574, 1.11026], [-4.18941, -0.08398, 1.16854], [-5.20000, 1.29526, 1.56477], [-4.13956, 0.32209, 3.62122], [-3.53308, 1.95580, 3.35043], [-1.43315, 1.35129, 5.02235], [-1.38931, 2.53362, 3.70525], [0.77338, 0.48018, 4.40064], [0.91262, 2.21655, 4.50985], [2.16930, 3.40564, 1.34495], [2.11737, 3.43978, 3.09698], [0.68688, 5.20438, 1.91261], [-0.21539, 4.24125, 3.08149], [2.04958, -0.14575, -1.54570], [1.71782, -1.53857, -1.54606], [0.50003, -1.99038, -0.97613], [0.12233, -1.49130, 0.80135], [1.60486, -1.81483, 1.78612], [1.53233, -1.56814, 3.15991], [2.57204, -1.91104, 4.00287], [3.70572, -2.52332, 3.47924], [3.76577, -2.82294, 2.12739], [2.71859, -2.48493, 1.27955], [-1.07509, -2.70126, 1.46421], [-2.45972, -2.56258, 1.36017], [-3.31142, -3.53420, 1.85286], [-2.79538, -4.67397, 2.45860], [-1.42187, -4.82219, 2.57404], [-0.56544, -3.84233, 2.09221], [2.67539, -2.43656, -2.08676], [4.03566, -2.12412, -2.04975], [4.96788, -3.00049, -2.58476], [4.56612, -4.20446, -3.14497], [3.21371, -4.51541, -3.18281], [2.27175, -3.63610, -2.67327], [0.72946, 1.11897, -1.23728], [1.83523, 2.57453, -1.34351], [2.99975, 2.62262, -0.56275], [3.91874, 3.64574, -0.73103], [3.69297, 4.63521, -1.68061], [2.55510, 4.58470, -2.46982], [1.63413, 3.55973, -2.30886], [-0.31475, 1.18658, -2.70660], [-1.28887, 2.18383, -2.78717], [-2.07635, 2.29867, -3.91950], [-1.90726, 1.40743, -4.97270], [-0.94596, 0.40998, -4.89545], [-0.14054, 0.29925, -3.76833], [2.47722, 0.15212, -2.51096], [2.81108, 0.10708, -0.80010], [0.44505, -3.07836, -1.01172], [-0.35699, -1.59837, -1.52303], [0.59998, -1.19729, 3.57805], [2.49404, -1.73359, 5.06755], [4.52426, -2.79601, 4.13182], [4.62694, -3.33798, 1.72231], [2.79045, -2.76708, 0.24336], [-2.86733, -1.68435, 0.88542], [-4.38342, -3.40777, 1.76592], [-3.46036, -5.43715, 2.83964], [-1.00693, -5.70107, 3.04867], [0.49954, -3.98820, 2.20709], [4.38393, -1.20537, -1.59662], [6.01737, -2.73991, -2.55379], [5.29563, -4.88738, -3.55678], [2.88384, -5.44193, -3.63335], [1.22157, -3.88887, -2.75812], [3.22560, 1.83590, 0.15113], [4.82154, 3.66253, -0.13485], [4.41270, 5.43119, -1.81638], [2.38741, 5.33703, -3.22873], [0.76775, 3.53199, -2.95416], [-1.40956, 2.88986, -1.97197], [-2.81416, 3.08716, -3.99255], [-2.51665, 1.50269, -5.86177], [-0.80597, -0.27372, -5.72271], [0.61309, -0.47950, -3.72581], [-4.55331, -0.62350, -1.60206], [-2.80155, -0.52014, -2.01571], [-2.65485, -2.25186, -2.49640], [-2.04027, -0.41269, -0.66679], [-5.04804, -0.97791, -2.50725], [-4.92404, 0.36701, -1.35523], [-4.72251, -1.33303, -0.79393], [-3.27439, -2.37299, -3.38590], [-2.99353, -2.90622, -1.69443], [-1.62591, -2.46667, -2.76351]]}

***

Entry 3:
{"formula": "C36H68F3IN5O5PS", "method": "ωB97M-V/def2-TZVPD", "spin_multiplicity": 1, "fmax_ha_per_bohr": 0.0656, "homo_lumo_gap_ev": 8.3, "e_lumo_ev": 0.635, "energy_ha": -3399.1501, "smiles": "CCCN[C@@](N)(O[C@]([C@H](I)CC)([C@H](CCCS)O[C@H](CCC(F)=C(F)F)OCCC)[C@@H](C)CC)P(O)O.CCCC#N.CCCC#N.CCCC#N", "symbols": ["C", "C", "C", "N", "C", "N", "O", "C", "C", "I", "C", "C", "C", "C", "C", "C", "S", "O", "C", "C", "C", "C", "F", "C", "F", "F", "O", "C", "C", "C", "C", "C", "C", "C", "P", "O", "O", "H", "H", "H", "H", "H", "H", "H", "H", "H", "H", "H", "H", "H", "H", "H", "H", "H", "H", "H", "H", "H", "H", "H", "H", "H", "H", "H", "H", "H", "H", "H", "H", "H", "H", "H", "H", "H", "H", "H", "H", "H", "H", "H", "H", "H", "H", "H", "C", "C", "C", "C", "N", "H", "H", "H", "H", "H", "H", "H", "C", "C", "C", "C", "N", "H", "H", "H", "H", "H", "H", "H", "C", "C", "C", "C", "N", "H", "H", "H", "H", "H", "H", "H"], "xyz": [[0.76037, 4.35172, 2.54778], [0.55320, 2.83207, 2.76413], [0.20807, 2.15490, 1.40018], [1.07826, 0.98144, 1.26178], [1.13342, 0.38777, -0.08005], [2.22520, 1.07895, -0.83179], [1.45494, -0.95890, -0.17941], [0.98953, -1.92720, 0.79566], [1.14172, -3.21678, -0.07787], [0.65262, -5.08827, 0.86925], [2.56543, -3.41927, -0.66008], [2.46362, -4.17887, -2.00824], [-0.48571, -1.72963, 1.25010], [-0.93646, -2.62972, 2.42549], [-1.94094, -2.04407, 3.44383], [-1.76263, -0.59120, 3.87865], [-3.21842, -0.18427, 4.94327], [-1.31018, -2.06828, 0.10663], [-2.67275, -1.75494, 0.24956], [-3.44900, -3.10254, 0.17826], [-4.65576, -3.19854, 1.13116], [-5.80016, -3.97406, 0.58363], [-6.95607, -3.84383, 1.25395], [-5.77776, -4.83303, -0.44456], [-6.08681, -6.09039, -0.28510], [-5.50809, -4.55025, -1.66896], [-3.11311, -1.01264, -0.88579], [-3.77677, 0.18783, -0.56362], [-5.22551, 0.02217, -0.05698], [-6.12583, 1.24256, -0.34163], [2.03527, -1.96510, 1.96314], [3.42674, -1.35704, 1.61077], [1.65152, -1.29140, 3.31093], [1.78382, -2.29735, 4.49568], [-0.40637, 0.85615, -1.12568], [-0.35053, -0.27365, -2.31880], [0.02390, 2.27830, -1.89884], [1.74386, 4.54740, 2.11462], [0.66360, 4.90425, 3.47768], [0.00798, 4.70622, 1.83740], [1.48666, 2.45035, 3.18487], [-0.24062, 2.70602, 3.50088], [-0.84945, 1.90236, 1.46280], [0.40121, 2.93112, 0.64895], [2.00291, 1.32073, 1.49718], [3.10745, 0.59990, -0.68947], [2.26772, 2.05689, -0.58371], [0.49976, -3.14801, -0.95189], [3.12190, -2.50519, -0.84858], [3.13617, -4.03093, 0.04259], [1.63773, -4.88848, -1.98875], [2.30780, -3.42019, -2.77861], [3.42057, -4.65607, -2.21412], [-0.73810, -0.69648, 1.50217], [-0.11139, -3.06589, 2.98229], [-1.42075, -3.49582, 1.98004], [-1.88970, -2.65903, 4.34762], [-2.97481, -2.15322, 3.10408], [-1.83966, 0.08579, 3.02774], [-0.87256, -0.38107, 4.46476], [-2.82904, 0.94818, 5.57343], [-2.93486, -1.14852, 1.12362], [-3.80970, -3.19507, -0.84581], [-2.75947, -3.93674, 0.30234], [-5.00812, -2.24196, 1.52113], [-4.33237, -3.77308, 2.01084], [-3.81436, 0.82707, -1.45048], [-3.22046, 0.77539, 0.17693], [-5.65049, -0.92477, -0.39498], [-5.16829, -0.07704, 1.03523], [-7.08605, 0.94120, -0.75828], [-6.32181, 1.80836, 0.56899], [-5.61465, 1.90502, -1.04516], [2.28012, -3.00154, 2.20212], [3.36882, -0.32619, 1.27701], [3.95883, -1.32814, 2.56712], [4.03141, -1.99767, 0.97444], [0.64784, -0.88188, 3.36298], [2.31572, -0.47253, 3.58276], [2.54907, -3.05495, 4.31661], [0.83438, -2.77533, 4.74472], [2.09773, -1.75433, 5.39187], [0.59145, -0.40339, -2.53695], [-0.53202, 2.28852, -2.69585], [0.21232, 4.65392, -5.54995], [0.33929, 3.68856, -6.72347], [-0.95930, 2.92927, -7.01693], [-1.36135, 2.12522, -5.85377], [-1.67344, 1.50372, -4.94950], [-0.01518, 4.12850, -4.62125], [1.14805, 5.19167, -5.39702], [-0.57518, 5.38896, -5.72988], [1.14070, 2.97685, -6.51510], [0.62958, 4.24627, -7.61600], [-0.82359, 2.26384, -7.86968], [-1.76425, 3.62532, -7.25686], [0.78311, 8.62743, 4.84381], [1.96462, 8.70800, 5.80438], [3.12268, 7.78899, 5.40235], [2.68561, 6.38534, 5.38793], [2.33599, 5.29984, 5.37669], [0.34953, 7.62624, 4.82572], [-0.00375, 9.31701, 5.15011], [1.08506, 8.88851, 3.82735], [1.62593, 8.45223, 6.81038], [2.32774, 9.73688, 5.84045], [3.94817, 7.88936, 6.10723], [3.49247, 8.05134, 4.41011], [2.58859, -4.50813, -6.39252], [3.86518, -4.90643, -7.12569], [4.83516, -5.69885, -6.24347], [5.24691, -4.89685, -5.08226], [5.56611, -4.26855, -4.18568], [2.80040, -3.84826, -5.54974], [1.91565, -3.97339, -7.06323], [2.06192, -5.38707, -6.01513], [4.35969, -4.00682, -7.49803], [3.60487, -5.51241, -7.99578], [5.72496, -5.97392, -6.81010], [4.36505, -6.61647, -5.88709]]}